C8H19B3O16S4 | ωB97M-V/def2-TZVPD

```
50
Properties=species:S:1:pos:R:3:forces:R:3:lowdin_charge:R:1
C -0.695 -4.601 2.141 0.16 -0.12 0.25 -0.058
C 0.065 -5.460 1.141 -0.47 -0.62 0.25 -0.208
O 0.094 -4.930 -0.187 0.29 0.16 0.04 0.120
B 0.896 -3.847 -0.376 -0.42 0.22 0.01 -0.728
O 0.400 -2.558 -0.176 0.46 -0.27 -0.63 0.281
B 1.389 -1.629 -0.456 -0.27 0.82 0.44 -0.305
O 2.600 -1.762 0.218 -0.29 -0.60 -0.44 0.233
B 2.984 -3.080 0.112 0.52 0.11 0.06 -0.943
S 4.366 -3.836 1.006 0.09 -0.37 0.03 0.879
O 2.248 -3.926 -0.724 -0.13 -0.22 0.77 0.247
H -0.468 -4.982 3.142 -0.08 0.02 -0.03 0.084
H -1.772 -4.689 1.999 0.03 0.16 -0.12 0.080
H -0.401 -3.551 2.127 0.00 -0.03 -0.12 0.071
H 1.066 -5.705 1.513 0.12 0.31 -0.23 0.128
H -0.455 -6.418 1.069 0.08 0.02 -0.11 0.124
H 1.229 -0.769 -1.255 -0.07 0.11 0.15 0.127
H 4.514 -2.979 2.024 -0.08 0.32 -0.26 -0.126
C -0.712 0.575 -3.858 -0.51 0.12 -0.03 -0.157
C 0.113 0.909 -5.077 0.31 -0.41 -0.05 -0.160
O 0.671 2.193 -4.779 -0.21 0.30 0.10 -0.183
S 0.945 2.328 -3.210 -0.33 -0.69 -0.39 0.598
O 2.308 2.027 -2.952 -0.01 0.17 0.28 -0.214
O 0.340 3.524 -2.749 0.20 0.11 0.00 -0.214
O 0.058 1.066 -2.755 0.42 0.22 -0.11 -0.210
H -1.671 1.097 -3.865 0.00 -0.02 -0.02 0.138
H -0.882 -0.493 -3.746 0.14 0.00 0.19 0.137
H -0.477 0.959 -5.988 0.02 0.24 0.00 0.137
H 0.934 0.202 -5.212 -0.03 -0.03 -0.01 0.135
C 0.668 4.250 0.371 0.04 0.27 -0.35 -0.153
C 2.070 4.417 0.915 0.12 -0.40 0.01 -0.152
O 1.878 5.064 2.183 -0.20 0.19 -0.13 -0.188
S 0.498 4.563 2.831 0.15 -0.06 -0.26 0.598
O 0.780 3.525 3.757 -0.16 0.05 0.09 -0.220
O -0.260 5.702 3.210 0.07 0.00 0.15 -0.220
O -0.122 3.920 1.515 0.65 1.05 0.14 -0.243
H 0.295 5.183 -0.056 0.00 -0.03 -0.05 0.141
H 0.591 3.459 -0.372 -0.12 0.01 0.23 0.108
H 2.701 5.026 0.274 -0.01 0.17 0.16 0.136
H 2.551 3.453 1.091 -0.01 -0.01 -0.04 0.135
C -3.883 -0.147 1.752 -0.21 -0.14 -0.28 -0.157
C -2.641 -0.951 1.422 0.12 -0.10 0.38 -0.163
O -1.882 -0.085 0.569 -0.31 -0.16 -0.25 -0.192
S -2.113 1.435 1.001 -0.01 -0.07 0.12 0.608
O -1.048 1.844 1.836 -0.53 -0.94 0.10 -0.205
O -2.478 2.168 -0.160 0.15 0.04 -0.01 -0.210
O -3.410 1.197 1.909 0.17 -0.14 0.06 -0.176
H -4.601 -0.166 0.930 0.01 -0.03 0.00 0.134
H -4.368 -0.479 2.666 0.07 0.18 0.10 0.136
H -2.864 -1.882 0.908 0.11 0.08 -0.19 0.136
H -2.049 -1.161 2.315 -0.04 -0.01 0.02 0.134
```
Positions in Å, forces in eV/Å.

Results
E: -86739.445 eV
HOMO energy: -10.233 eV

C5H4O2 | ωB97M-V/def2-TZVPD

```
11
Properties=species:S:1:pos:R:3:forces:R:3:lowdin_charge:R:1
C 0.740 0.603 -0.472 -3.09 -2.47 1.29 -0.070
C 0.310 -1.179 0.053 0.72 2.98 -1.89 -0.219
C 1.961 0.741 -0.190 -0.22 0.07 -0.11 -0.274
C -1.084 -0.603 0.227 -0.46 0.35 -1.50 -0.089
C -0.707 0.875 -0.157 0.04 -1.28 -1.23 -0.169
O 3.093 0.614 -0.097 2.81 0.13 0.49 0.178
O 0.998 -2.106 0.168 -0.34 -0.50 0.19 0.187
H -2.002 -1.062 -0.328 1.81 0.47 1.35 0.160
H -1.112 -0.547 1.281 -1.04 -0.58 1.51 0.100
H -1.036 1.558 0.616 0.41 0.36 0.08 0.105
H -1.163 1.108 -1.102 -0.64 0.47 -0.19 0.091
```
Positions in Å, forces in eV/Å.

Results
E: -9341.403 eV
HOMO energy: -8.808 eV
relative energy (zero: lowest compared OMol25 entry of this formula, charge and spin): 64.1 kcal per mole

C16H40NO9P2S | ωB97M-V/def2-TZVPD

```
69
Properties=species:S:1:pos:R:3:forces:R:3:lowdin_charge:R:1
C -1.029 -1.571 -1.104 1.20 1.20 0.83 -0.106
O -0.927 -2.464 -2.226 -1.95 -0.07 0.41 -0.199
C -2.186 -2.847 -2.748 2.04 -0.32 -0.97 -0.366
S -3.512 -3.207 -1.492 -1.30 -0.27 -0.54 1.113
C -4.582 -1.660 -1.476 -0.66 0.45 0.56 -0.312
C -6.136 -2.021 -1.492 0.13 -0.76 0.62 -0.242
N -6.650 -2.822 -0.624 1.39 1.47 -1.39 0.111
H -1.749 -0.716 -1.261 0.58 -0.90 -0.01 0.103
H -0.005 -1.109 -0.974 -1.17 -0.54 -0.27 0.115
H -1.231 -2.098 -0.120 0.06 0.38 -1.22 0.091
H -2.625 -2.113 -3.485 0.12 -0.39 1.11 0.128
H -2.015 -3.801 -3.332 -0.35 0.90 0.92 0.130
H -2.972 -3.399 -0.233 0.02 0.68 -0.92 0.044
H -4.349 -1.144 -0.508 -0.17 -0.22 -1.02 0.108
H -4.282 -1.030 -2.356 -0.06 -0.69 0.91 0.100
H -6.777 -1.534 -2.278 0.78 -0.49 0.82 0.128
H -5.868 -3.111 -0.018 -0.59 -0.33 0.21 0.041
O 1.268 -3.245 3.690 0.41 3.82 -1.78 -0.242
P 2.659 -2.995 3.110 2.82 -8.01 2.39 0.676
O 2.719 -4.264 2.047 -0.15 0.91 -0.11 -0.216
C 2.000 -4.144 0.830 0.04 -0.06 -0.22 -0.304
C 2.603 -3.104 -0.099 -0.02 0.16 0.01 -0.083
O 3.536 -3.643 4.361 -0.26 1.23 -0.44 -0.222
C 2.933 -3.809 5.646 -0.24 -0.24 0.27 -0.296
C 2.269 -5.170 5.780 0.07 -0.24 0.00 -0.075
O 4.148 -2.435 2.484 -3.00 2.11 -0.05 -0.206
C 4.359 -1.017 2.597 0.27 0.44 0.16 -0.294
C 4.351 -0.543 4.038 0.00 -0.09 0.13 -0.081
H 0.951 -3.908 1.045 -0.05 -0.04 0.01 0.096
H 2.028 -5.122 0.345 0.04 -0.01 0.17 0.121
H 2.491 -2.097 0.319 0.01 0.01 -0.07 0.058
H 2.109 -3.121 -1.073 -0.01 -0.03 0.02 0.070
H 3.670 -3.278 -0.240 -0.08 -0.04 0.00 0.088
H 2.233 -2.996 5.848 -0.06 -0.12 -0.12 0.100
H 3.727 -3.720 6.392 0.12 0.01 -0.23 0.118
H 1.706 -5.451 4.889 -0.06 0.26 0.05 0.070
H 1.593 -5.186 6.638 0.05 0.00 -0.02 0.079
H 3.024 -5.945 5.924 -0.01 0.04 0.04 0.077
H 3.587 -0.495 2.019 0.16 0.07 -0.05 0.105
H 5.325 -0.798 2.139 -0.07 -0.20 -0.05 0.123
H 3.371 -0.696 4.508 0.02 0.05 -0.04 0.071
H 4.585 0.522 4.093 -0.04 -0.05 -0.04 0.084
H 5.081 -1.096 4.632 -0.03 0.04 -0.08 0.090
O -1.595 2.750 -1.869 -1.78 1.62 -3.34 -0.266
P -0.934 4.072 -2.257 5.95 -0.37 6.58 0.678
O 0.623 3.538 -2.416 -0.82 0.21 -0.53 -0.223
C 0.967 2.828 -3.601 0.20 -0.03 -0.28 -0.299
C 0.958 3.721 -4.830 -0.10 0.07 -0.04 -0.080
O -0.834 4.715 -0.728 -0.83 0.19 -0.92 -0.221
C -1.659 4.202 0.318 -0.02 -0.21 0.22 -0.299
C -0.977 3.064 1.059 0.19 -0.06 0.15 -0.078
O -0.443 5.604 -2.830 -2.74 -1.95 -1.62 -0.200
C -1.472 6.371 -3.479 -0.33 0.45 -0.11 -0.289
C -2.642 6.667 -2.559 0.01 -0.02 0.17 -0.081
H 0.286 1.980 -3.734 0.02 -0.03 0.02 0.102
H 1.972 2.427 -3.453 -0.08 0.06 0.17 0.119
H -0.059 4.053 -5.065 0.04 -0.03 -0.07 0.062
H 1.346 3.188 -5.700 -0.03 -0.02 0.05 0.081
H 1.560 4.615 -4.664 0.01 -0.09 0.02 0.087
H -2.633 3.904 -0.074 0.12 -0.11 -0.03 0.098
H -1.849 5.023 1.015 0.16 0.08 -0.16 0.119
H -0.478 2.365 0.385 -0.21 0.08 -0.13 0.063
H -1.700 2.508 1.662 0.03 0.06 0.02 0.074
H -0.205 3.454 1.724 -0.06 0.00 0.01 0.078
H -1.813 5.827 -4.367 0.05 0.17 -0.05 0.108
H -1.017 7.305 -3.813 0.15 -0.15 0.06 0.125
H -3.159 5.748 -2.254 -0.01 0.03 -0.07 0.069
H -3.370 7.309 -3.059 0.04 -0.06 -0.01 0.085
H -2.302 7.162 -1.648 0.01 -0.01 -0.09 0.089
```
Positions in Å, forces in eV/Å.

Results
E: -66560.660 eV
charge: +1
HOMO energy: -11.902 eV
relative energy (zero: lowest compared OMol25 entry of this formula, charge and spin): 99.6 kcal per mole

C17H45BN5O8S | ωB97M-V/def2-TZVPD

```
77
Properties=species:S:1:pos:R:3:forces:R:3:lowdin_charge:R:1
N -5.790 -4.551 1.857 1.43 1.20 -1.23 0.109
B -5.345 -3.911 0.552 -2.62 -2.01 -0.92 -0.350
O -6.043 -4.353 -0.697 0.88 2.95 3.36 0.018
C -4.133 -2.815 0.363 5.05 3.83 -1.42 0.013
N -3.830 -1.495 1.038 2.95 -3.05 -4.70 0.125
C -2.560 -0.967 0.339 -2.16 -3.67 -0.59 -0.128
N -1.918 0.249 0.603 -1.26 -2.35 -0.39 0.034
C -0.694 0.723 -0.149 0.38 1.40 -0.22 -0.155
C 0.677 0.819 0.755 0.04 -0.22 -0.21 -0.184
C 1.758 -0.225 0.100 -0.85 -0.05 2.28 -0.226
S 2.882 0.500 -1.208 5.73 -3.50 -4.57 0.798
O 2.828 -0.486 -2.436 -1.10 3.76 4.55 -0.390
O 4.357 0.559 -0.743 -5.73 0.49 -0.64 -0.347
O 2.416 2.024 -1.809 -0.80 -1.74 2.05 -0.186
N -2.163 -2.037 -0.679 -0.50 2.67 2.23 0.059
N -3.063 -3.101 -0.669 -3.24 1.85 3.61 0.055
H -5.060 -5.166 2.279 -0.91 0.87 -0.15 0.088
H -6.138 -3.843 2.541 0.66 -0.90 -0.52 0.090
H -6.570 -3.533 -1.003 1.48 -1.54 0.02 0.110
H -2.386 0.831 1.361 0.94 -1.08 -1.51 0.189
H -0.516 0.022 -1.073 -0.49 1.47 1.81 0.125
H -0.918 1.828 -0.539 0.24 -2.57 0.68 0.154
H 1.088 1.924 0.754 -0.74 -2.30 0.10 0.102
H 0.517 0.534 1.897 0.14 0.52 -2.58 0.145
H 2.457 -0.609 0.987 -1.15 0.89 -2.34 0.142
H 1.181 -1.144 -0.354 1.53 1.91 0.59 0.111
H 1.674 2.442 -1.282 1.17 -0.63 -0.55 0.088
H -1.340 -2.037 -1.324 -1.25 -0.07 0.95 0.166
H -3.019 -3.948 -1.285 0.14 1.44 0.65 0.190
C 5.697 -3.600 -2.070 0.31 -0.03 -0.10 -0.056
C 4.869 -4.176 -0.933 -0.19 0.48 -0.43 -0.495
C 3.436 -4.439 -1.368 -0.27 -0.29 0.09 -0.069
O 4.869 -3.262 0.161 -0.16 0.12 0.36 -0.062
H 5.286 -2.642 -2.409 -0.11 -0.13 0.01 0.079
H 6.723 -3.404 -1.739 -0.16 -0.12 -0.03 0.085
H 5.730 -4.287 -2.922 0.01 0.10 0.07 0.083
H 5.324 -5.108 -0.581 -0.06 0.23 0.16 0.141
H 2.945 -3.511 -1.682 0.19 0.03 -0.13 0.064
H 2.849 -4.842 -0.536 0.14 -0.07 -0.06 0.075
H 3.401 -5.151 -2.199 -0.04 0.10 0.07 0.082
H 4.467 -2.431 -0.142 0.33 -0.30 -0.05 0.069
C 5.366 2.449 1.574 0.09 0.12 -0.46 -0.056
C 4.188 3.233 2.130 0.85 -0.21 0.45 -0.490
C 4.415 3.616 3.584 -0.21 0.30 0.15 -0.055
O 3.006 2.444 2.029 -0.73 -0.38 -0.18 -0.095
H 5.514 1.516 2.130 0.01 0.12 0.09 0.090
H 5.184 2.169 0.530 0.10 0.15 0.30 0.049
H 6.289 3.035 1.623 -0.10 -0.09 0.06 0.090
H 4.032 4.136 1.531 -0.22 -0.20 0.03 0.141
H 4.529 2.725 4.211 0.13 0.01 -0.13 0.086
H 3.554 4.169 3.974 0.15 0.00 -0.08 0.062
H 5.309 4.237 3.693 -0.12 -0.11 0.01 0.089
H 3.135 1.639 2.557 0.14 0.41 -0.14 0.095
C -7.102 -1.921 -4.872 -0.15 0.32 0.00 -0.055
C -5.856 -2.266 -4.072 -0.35 -0.26 -0.63 -0.489
C -4.970 -3.249 -4.821 0.27 -0.03 0.02 -0.057
O -6.240 -2.835 -2.822 -0.11 0.00 0.26 -0.095
H -7.707 -2.815 -5.061 0.17 0.01 -0.05 0.088
H -7.736 -1.223 -4.315 0.16 -0.05 -0.10 0.085
H -6.840 -1.467 -5.833 -0.07 -0.08 0.11 0.087
H -5.292 -1.353 -3.856 -0.12 -0.14 0.20 0.139
H -5.500 -4.190 -5.008 -0.04 0.16 -0.05 0.089
H -4.084 -3.498 -4.228 -0.04 0.08 -0.09 0.067
H -4.645 -2.834 -5.781 -0.04 -0.10 0.12 0.088
H -6.741 -3.647 -3.004 0.26 0.26 -0.15 0.100
C 1.140 5.539 2.766 0.16 -0.02 -0.27 -0.076
C -0.095 6.412 2.916 0.26 -0.25 0.57 -0.502
C -0.119 7.112 4.266 -0.12 0.33 0.05 -0.062
O -1.263 5.605 2.782 -0.29 -0.31 -0.16 -0.067
H 1.162 4.755 3.532 -0.01 0.14 0.04 0.077
H 1.138 5.032 1.795 0.03 0.12 0.08 0.073
H 2.056 6.133 2.849 -0.07 -0.11 0.00 0.086
H -0.119 7.158 2.114 -0.20 -0.20 0.05 0.142
H -0.143 6.384 5.084 0.13 -0.01 -0.11 0.082
H -1.020 7.727 4.364 0.17 -0.05 -0.08 0.084
H 0.758 7.753 4.393 -0.11 -0.08 0.03 0.084
H -1.251 4.940 3.490 0.04 0.40 -0.23 0.088
```
Positions in Å, forces in eV/Å.

Results
E: -53689.043 eV
charge: +1
HOMO energy: -11.783 eV
relative energy (zero: lowest compared OMol25 entry of this formula, charge and spin): 137.7 kcal per mole

C3H2Br2ClF | ωB97M-V/def2-TZVPD

```
9
Properties=species:S:1:pos:R:3:forces:R:3:lowdin_charge:R:1
C 1.390 0.664 -0.506 4.14 -2.90 -0.43 -0.687
C 2.710 -0.898 -0.760 -1.05 5.18 -0.73 -0.692
C 0.092 0.181 -0.347 -3.11 -0.18 -0.87 -0.610
F 3.995 -0.517 -0.695 -0.93 0.08 -0.14 -0.058
Cl 2.490 -2.336 -0.069 -0.65 -2.20 1.24 0.791
Br 1.928 2.034 -1.613 -0.21 0.02 0.29 0.747
Br -1.237 0.456 -1.977 0.61 -0.07 0.66 0.421
H -0.081 -0.863 -0.212 0.86 -0.96 -0.13 0.024
H -0.551 0.548 0.446 0.35 1.03 0.11 0.063
```
Positions in Å, forces in eV/Å.

Results
E: -158462.794 eV
HOMO energy (spin up / spin down): -8.521 / -8.768 eV
relative energy (zero: lowest compared OMol25 entry of this formula, charge and spin): 96.6 kcal per mole

Which of these has the lowest E?
C3H2Br2ClF